Entry 1:
13
Properties=species:S:1:pos:R:3 method="wB97M-V/def2-TZVPD" de_lowest_kj_mol=56.2 homo_lumo_gap_ev=9.25 charge=0 max_force_ev_per_a=4.12 smiles="O=[N+]([O-])C#[N+][O-].BO[N+](=O)[O-]"
O 0.58 0.50 -1.30
N 1.72 -0.38 -1.09
C 1.50 -2.13 -2.92
H -1.37 0.91 -1.68
B -0.71 0.07 -1.28
O -0.65 -1.68 -3.08
N 2.53 -2.61 -2.64
O 0.58 -1.60 -4.83
H -1.02 -0.88 -0.72
O 3.62 -3.03 -2.49
N 0.39 -1.77 -3.62
O 2.64 -0.07 -1.81
O 1.66 -1.27 -0.32



Entry 2:
46
Properties=species:S:1:pos:R:3 method="wB97M-V/def2-TZVPD" de_lowest_kj_mol=0.0 homo_lumo_gap_ev=9.27 charge=+1 max_force_ev_per_a=1.37
Cl -3.81 -1.13 -1.52
O -2.05 0.75 1.02
H 1.39 0.88 -2.35
N 0.94 -0.75 1.10
H -0.58 2.03 -3.10
H -1.09 2.60 0.92
C 2.75 2.46 0.92
H -0.33 -2.96 1.38
C 1.50 -1.82 -1.98
O 0.39 -0.90 -1.95
C 1.29 -1.82 1.76
F -1.54 -2.06 0.64
C 1.91 0.25 1.27
C -2.07 0.62 2.45
H 2.41 -1.37 -1.54
C 3.84 2.17 1.75
C -2.12 2.10 -0.91
H 4.56 2.96 1.97
H 1.71 -2.13 -3.02
Mg -0.77 -0.59 -0.17
S 2.83 -1.72 2.66
H -3.22 -3.07 -0.44
H 1.21 -2.65 -1.34
H 2.69 3.44 0.48
C -0.75 1.03 -2.71
H 0.77 0.02 -3.78
H -1.50 0.52 -3.30
H -1.80 3.08 -1.27
H -1.14 1.07 2.85
H 4.80 0.69 2.94
H -2.87 2.66 1.03
H 0.97 -3.76 2.28
C 3.99 0.89 2.28
Cl -2.03 -3.39 -2.41
H 0.89 1.78 0.10
H -3.12 1.83 -1.33
C -2.04 2.12 0.59
C 1.77 1.51 0.68
N 0.60 -2.96 1.79
H -2.01 -0.46 2.66
C 0.55 0.27 -2.75
C -3.45 -2.85 -1.47
H -2.96 1.04 2.91
H -4.32 -3.40 -1.83
C 3.00 -0.07 2.05
O -1.17 1.09 -1.34